Entry from the Open Molecules 2025 dataset: C20H16N6O3 in the gas phase (ωB97M-V/def2-TZVPD).

Geometry (Å):
C -1.688 -0.212 3.964
C -3.295 0.125 2.551
H 2.730 2.177 -2.605
H -1.428 2.111 -3.740
C 4.891 -2.053 -0.676
N -2.999 0.803 0.312
C -3.564 1.940 -3.678
H 5.277 -4.783 1.285
O -1.948 0.142 2.701
H 2.536 0.121 0.206
C 5.397 -3.253 -0.209
C 2.695 1.799 -1.583
C -3.206 1.178 -1.006
O -5.127 0.446 1.116
H 5.298 -1.594 -1.561
N 3.282 -0.220 -0.399
C -3.890 -0.243 3.732
H -2.930 -0.762 5.673
C -2.841 -0.462 4.649
C 3.833 -3.234 1.604
C -4.656 1.628 -2.881
H 6.209 -3.726 -0.741
C -0.736 1.456 -1.326
N 0.936 1.208 -0.041
H 3.146 2.531 -0.904
H -4.942 -0.339 3.900
C -4.483 1.252 -1.564
C -2.295 1.874 -3.143
H 2.504 -1.557 1.672
H -3.703 2.232 -4.707
N -0.348 1.108 -0.079
H -5.654 1.676 -3.290
C 3.319 -2.036 1.148
C -3.920 0.470 1.263
H 3.419 -3.691 2.491
C 3.544 0.503 -1.505
N 0.332 1.770 -2.063
C 3.846 -1.440 0.005
C 4.875 -3.847 0.928
H -5.333 1.011 -0.949
O 4.360 0.260 -2.362
N 1.327 1.601 -1.229
H -2.017 0.783 0.595
C -2.096 1.497 -1.814
H -0.658 -0.250 4.260

Forces on the atoms, in the same order (eV/Å):
-0.242 -0.237 0.791
-0.899 -0.326 0.960
-0.034 -0.118 0.227
0.035 0.025 -0.078
0.049 0.114 -0.162
0.445 -0.036 0.223
-0.021 0.031 -0.103
0.033 -0.081 0.031
0.103 0.146 -0.482
0.282 -0.065 -0.234
-0.060 -0.060 0.123
1.144 -0.035 -0.261
-0.085 0.128 -0.450
0.028 -0.035 0.131
0.004 0.020 -0.018
-0.224 -0.087 0.460
0.201 0.268 -0.892
0.062 -0.059 0.213
0.555 0.072 -0.175
-0.012 0.021 0.006
0.179 0.014 -0.008
0.069 -0.033 -0.052
0.949 0.086 -0.011
0.581 0.167 0.332
-0.122 -0.031 -0.114
-0.237 0.002 -0.046
-0.225 -0.035 0.058
-0.086 -0.057 0.163
-0.090 0.047 0.058
-0.001 0.025 -0.087
-0.270 -0.011 -0.052
-0.089 -0.002 -0.016
0.023 0.039 -0.065
0.169 0.060 -0.185
-0.040 -0.028 0.069
-0.446 0.443 0.001
-0.386 0.063 -0.371
0.216 -0.267 -0.013
0.071 -0.113 0.011
0.006 -0.001 0.005
0.230 0.016 -0.195
-1.113 -0.063 0.373
-0.314 -0.064 0.131
-0.595 0.025 -0.228
0.156 0.029 -0.069

## Properties
Molar mass in g/mol: 388.39
SMILES string: O=C(Cn1nnc(-c2ccccc2NC(=O)c2ccco2)n1)Nc1ccccc1
E_HOMO in eV: -8.47
HOMO-LUMO gap in eV: 8.76

***

Entry from the Open Molecules 2025 dataset: C20H16N8O2 in the gas phase (ωB97M-V/def2-TZVPD).

Geometry (Å):
H 1.572 1.248 -0.151
O 1.341 -4.157 -1.314
C 3.297 -0.648 -4.632
C -0.189 1.694 0.607
C 3.382 -0.807 -2.226
C -6.264 2.386 5.236
N -0.799 2.789 1.056
H 7.075 0.124 -3.642
H -1.319 -2.173 1.454
H 0.577 -2.334 -3.328
C 3.910 -0.307 -3.463
H 6.522 -0.195 -1.997
H -6.936 1.651 5.661
H -5.923 2.994 6.076
C 0.148 -0.900 0.541
O 5.058 0.419 -3.596
C -0.637 -2.096 0.740
H -6.795 3.080 4.542
N 1.528 -1.825 -1.068
C 6.221 -0.332 -3.087
H -2.917 -0.758 4.303
C -4.404 2.131 3.474
N 1.011 -1.422 -6.977
H -2.520 3.470 1.818
H 1.091 2.990 -0.036
H -0.378 -4.268 0.328
C 1.062 -3.125 -0.785
C -3.510 0.137 4.258
C 2.129 -1.417 -4.690
C -3.401 1.186 3.310
H 3.786 -0.521 -1.257
C 1.522 -1.833 -3.465
N -5.095 1.689 4.634
C 2.109 -1.499 -2.225
C -0.571 0.397 1.028
N -4.539 0.512 5.101
N 1.177 -0.791 -0.255
H 3.700 -0.262 -5.550
C -2.326 1.255 2.301
H -4.717 2.940 2.883
N -1.626 0.170 1.835
C -0.121 -3.255 0.081
C 1.549 -1.521 -5.970
C -1.929 2.560 1.753
N 0.886 2.015 -0.032
H 6.262 -1.390 -3.275

Forces on the atoms, in the same order (eV/Å):
-0.395 1.210 -0.330
2.377 -1.113 -1.832
-0.879 -0.341 -0.821
-1.066 -0.159 2.713
-1.404 0.493 -0.996
0.762 -0.110 0.364
-3.476 -0.790 0.712
-0.629 -0.386 0.340
-3.158 0.029 2.580
-0.171 -0.212 -0.856
-0.502 -1.189 1.932
-1.166 0.165 -1.084
-0.182 -0.172 -0.250
0.106 0.004 -0.066
-1.480 1.801 -0.609
1.156 -1.341 1.526
5.448 -3.754 -4.314
0.666 -0.947 0.134
-2.058 -2.213 3.781
1.782 2.139 0.235
-0.130 -0.060 0.493
-0.194 -2.895 3.156
-0.023 -0.254 -0.472
-0.143 -0.247 0.856
0.437 0.321 -0.171
-0.478 -0.127 -0.279
-2.853 0.300 0.418
-3.006 3.629 0.825
0.267 0.246 2.567
0.866 -0.491 -1.552
0.218 -0.130 -0.266
0.557 0.544 0.399
1.719 -0.289 -2.274
4.455 1.641 -4.540
0.348 -1.679 -0.008
-0.033 -0.091 -0.707
-1.142 0.924 0.241
0.199 0.021 -0.203
1.435 1.291 -2.375
-0.245 0.911 -0.379
-0.101 2.069 0.864
-0.386 4.678 2.958
-0.911 -0.078 -0.208
0.573 -0.899 0.060
3.634 -1.985 -2.145
-0.796 -0.464 -0.415

## Properties
Molar mass in g/mol: 400.40
SMILES string: COc1cc(C#N)cc(-n2nc(-c3nc(-c4cnn(C)c4)cnc3N)ccc2=O)c1
Energy relative to the best compared isomer or geometry (same formula, charge and spin) in kcal per mole: 73.3
E_HOMO in eV: -7.85
HOMO-LUMO gap in eV: 7.18

***

Entry from the Open Molecules 2025 dataset: C20H17BrN2O6S in the gas phase (ωB97M-V/def2-TZVPD).

Geometry (Å):
H 4.878 -0.480 0.622
C 2.955 -1.293 1.226
N 0.800 -1.673 2.274
C 0.153 -1.060 -1.271
N 0.869 -1.120 -0.096
H -1.719 -1.953 1.968
H -0.343 0.997 -1.156
C -2.105 -1.298 -4.935
H 0.470 1.309 3.447
H 2.178 -2.205 4.406
O 2.928 -0.603 -1.043
H -0.751 2.284 4.094
O -3.730 0.593 4.108
C -1.375 0.274 3.741
O -1.973 1.102 -3.299
C -0.513 0.095 -1.700
H -0.073 1.112 5.117
O -2.026 -2.461 -5.491
C -0.613 -2.307 -3.229
C 0.043 -2.253 -2.026
C -1.288 0.020 -2.921
H -2.191 -1.871 -7.563
S -1.663 0.613 1.945
C 2.209 -0.898 -0.054
H -0.908 -0.674 3.859
C 2.807 -2.053 3.551
H -0.480 -3.143 -3.920
C 2.192 -1.751 2.352
C 4.343 -1.070 1.433
C 4.927 -1.663 2.592
C -2.569 0.422 4.704
O -2.465 0.261 5.877
C 0.169 -1.285 1.149
C -1.356 -1.173 1.300
Br 6.880 -1.653 3.010
H -2.274 0.973 -4.281
H -2.358 -3.609 -7.133
C -0.351 1.278 4.093
H 4.583 -2.303 4.617
H 0.535 -3.180 -1.797
H -1.871 -1.293 0.376
H -3.733 -2.494 -6.763
C -2.633 -2.591 -6.825
C -1.317 -1.179 -3.675
H -3.380 0.731 3.150
C 4.185 -2.089 3.683
O -2.640 -0.270 -5.471

Forces on the atoms, in the same order (eV/Å):
-0.365 -1.204 1.280
-0.621 0.517 1.484
-1.790 1.031 -2.326
-2.072 -0.247 -2.986
-0.828 0.629 3.568
0.177 0.426 0.291
-0.323 0.644 0.106
0.051 4.665 -0.439
1.362 -0.386 -0.843
-0.230 -0.294 0.276
-2.521 -0.264 1.834
-0.325 0.379 -0.145
0.473 0.814 -2.362
0.000 1.075 -0.651
-0.130 0.024 -1.600
0.081 -1.754 -1.291
0.542 -0.085 0.511
-0.780 -0.875 -1.523
0.083 1.029 -0.234
0.376 -0.101 -0.294
0.362 -0.113 0.731
-0.465 -0.448 0.988
-0.418 -2.225 -0.198
5.073 -0.474 -1.230
-0.015 -1.059 -0.120
-0.093 -0.307 0.283
-0.374 0.063 0.615
-0.066 1.183 -2.253
0.195 -0.674 -0.826
1.142 1.305 -0.360
0.156 -1.263 -0.508
0.487 0.145 0.929
1.838 -2.125 2.685
1.201 1.204 0.008
-1.379 0.228 -0.812
0.330 -0.197 1.804
-0.198 0.378 0.172
-0.286 1.341 1.876
0.993 -0.508 1.287
0.523 0.048 0.802
-0.357 0.197 -0.785
0.693 0.119 0.016
0.293 -0.130 -0.281
-0.377 -0.275 0.157
-1.726 -0.272 1.154
-1.669 0.700 -2.056
0.976 -2.861 1.266

## Properties
Molar mass in g/mol: 493.33
SMILES string: COC(=O)c1ccc(-n2c(CS[C@@H](C)C(=O)O)nc3ccc(Br)cc3c2=O)cc1O
Energy relative to the best compared isomer or geometry (same formula, charge and spin) in kcal per mole: 0.0
E_HOMO in eV: -8.88
HOMO-LUMO gap in eV: 8.40

***

Lowest unoccupied orbital energy: 0.011; -0.025; -0.018 (hartree)